20
Properties=species:S:1:pos:R:3 method="wB97M-V/def2-TZVPD" gap_ev=9.424 fmax_ev_per_a=1.026 total_charge=+1 spin_multiplicity=1 homo_energy_ev=-14.9503
C -0.151 1.657 -0.532
C 0.340 0.387 0.175
C 0.746 0.669 1.623
C 1.288 -0.611 2.289
H -1.112 2.018 -0.160
H -0.291 1.558 -1.622
H 0.566 2.468 -0.425
H 1.219 0.015 -0.369
H -0.378 -0.438 0.178
H -0.106 1.087 2.164
H 1.518 1.440 1.645
H 0.505 -1.368 2.326
H 1.619 -0.373 3.296
H 2.120 -0.967 1.683
C -1.788 -1.607 -1.829
N -0.840 -0.898 -2.285
H -2.186 -1.389 -0.845
H -2.196 -2.413 -2.430
H -0.397 -1.120 -3.180
H -0.477 -0.115 -1.701

18
Properties=species:S:1:pos:R:3 method="wB97M-V/def2-TZVPD" gap_ev=8.967 fmax_ev_per_a=2.324 total_charge=-1 spin_multiplicity=1 homo_energy_ev=-5.1624
C 0.377 -1.129 -0.806
C 0.134 0.402 -0.897
C 0.072 1.173 0.479
O -1.046 0.969 1.042
O 1.028 1.848 0.865
N -0.361 -1.806 0.232
H 0.330 -1.554 -1.817
H 1.450 -1.233 -0.586
H 0.834 0.960 -1.562
H -0.770 0.471 -1.526
H -1.371 -1.659 0.247
H -0.257 -1.253 1.091
H 3.173 1.218 0.626
H 2.475 0.044 1.113
O 3.361 0.375 1.054
H -3.370 0.132 -0.588
H -2.575 0.625 0.696
O -3.484 0.416 0.336

9
Properties=species:S:1:pos:R:3 method="wB97M-V/def2-TZVPD" gap_ev=10.259 fmax_ev_per_a=5.304 total_charge=0 spin_multiplicity=1 homo_energy_ev=-9.6718
N -1.363 0.437 -0.001
N 1.318 0.263 0.059
O -0.096 -1.443 1.380
P -0.167 -0.619 0.179
H -1.440 1.099 -0.693
H -1.699 0.889 0.856
H 2.177 0.064 0.572
H 1.423 0.836 -0.707
H -0.154 -1.527 -1.646

12
Properties=species:S:1:pos:R:3 method="wB97M-V/def2-TZVPD" gap_ev="4.199 / 4.293" fmax_ev_per_a=4.566 total_charge=0 spin_multiplicity=2 homo_energy_ev="-5.2033 / -5.2748"
C -2.452 0.637 -1.036
C -2.050 -0.255 -0.084
C -2.259 -1.049 1.108
H -2.870 0.189 -1.915
H -2.476 1.581 -1.568
H -2.308 -1.971 1.684
H -3.063 -0.607 1.697
O 0.255 -0.259 0.711
C -0.729 -1.115 0.382
Na -0.469 1.836 -0.216
Tl 0.801 1.366 2.228
H -0.463 -1.953 -0.252

43
Properties=species:S:1:pos:R:3 method="wB97M-V/def2-TZVPD" smiles="O=P(N[C@]12C[C@H]3C[C@H](C[C@H](C3)C1)C2)(N1CC1)N1CC1" gap_ev=10.085 fmax_ev_per_a=4.306 total_charge=0 spin_multiplicity=1 homo_energy_ev=-9.2664
O 2.877 -1.904 -0.412
N 0.562 -2.187 -1.788
N 1.973 0.120 -2.041
N 0.986 -0.656 0.521
C 1.001 -3.253 -2.689
C 0.565 -3.593 -1.220
C 3.343 0.572 -1.727
C 2.950 -0.233 -3.088
C -2.360 0.595 2.532
C -2.819 1.219 0.294
C -1.266 2.749 1.529
C -1.285 -0.757 0.775
C 0.123 0.794 2.150
C -0.294 1.427 -0.257
C -2.569 -0.073 1.182
C -1.128 1.580 2.559
C -1.584 2.168 0.174
C -0.108 0.211 0.815
P 1.624 -1.175 -0.913
H 1.819 -0.554 1.064
H 0.272 -3.712 -3.350
H 2.122 -3.365 -2.834
H -0.341 -4.115 -1.065
H 1.342 -3.721 -0.447
H 3.359 1.664 -1.641
H 4.012 0.150 -0.925
H 3.396 -1.266 -3.117
H 2.897 0.436 -3.898
H -3.234 1.157 2.963
H -2.177 -0.212 3.157
H -3.745 1.776 0.577
H -3.078 0.937 -0.741
H -0.292 3.295 1.400
H -2.053 3.452 1.777
H -1.130 -1.511 1.477
H -1.251 -1.109 -0.328
H 0.378 -0.024 2.751
H 1.034 1.440 2.223
H -0.270 1.083 -1.349
H 0.635 2.134 -0.217
H -3.451 -0.676 1.058
H -1.044 2.161 3.548
H -1.791 2.975 -0.477

26
Properties=species:S:1:pos:R:3 method="wB97M-V/def2-TZVPD" smiles=CCC(C)(O)O.CC(O)O gap_ev=10.062 fmax_ev_per_a=3.085 total_charge=0 spin_multiplicity=1 homo_energy_ev=-9.3834
C -0.064 -0.378 1.384
C -0.511 1.174 0.744
C -0.307 -0.352 2.883
C 0.515 2.272 0.988
O -0.899 -1.318 0.806
O 1.271 -0.608 1.150
H -0.475 -1.724 0.020
H 1.450 -0.501 0.186
H -1.390 1.361 1.362
H -0.997 1.226 -0.236
H -1.373 -0.301 3.080
H 0.203 0.496 3.333
H 0.094 -1.273 3.307
H 0.097 3.252 0.759
H 1.418 2.111 0.402
H 0.835 2.288 2.028
C 0.494 -0.913 -2.301
C -0.896 -0.511 -2.764
O 1.102 0.061 -1.508
O 0.351 -2.131 -1.568
H 0.404 0.585 -0.927
H 1.225 -2.470 -1.339
H 1.159 -1.093 -3.159
H -0.850 0.445 -3.281
H -1.565 -0.434 -1.910
H -1.291 -1.264 -3.439

14
Properties=species:S:1:pos:R:3 method="wB97M-V/def2-TZVPD" smiles="CC(C)=O.O=PO" gap_ev=10.202 fmax_ev_per_a=4.781 total_charge=0 spin_multiplicity=1 homo_energy_ev=-9.9989
C -2.046 0.738 0.285
C -0.509 -0.942 -0.597
C -0.576 0.346 0.110
O 3.085 -0.600 1.721
O 3.035 0.382 -0.602
O 0.340 0.942 0.558
P 2.883 -0.970 0.327
H -2.059 1.663 0.877
H -2.492 -0.087 0.889
H -2.583 0.901 -0.553
H -1.202 -0.880 -1.449
H -1.043 -1.655 0.022
H 0.414 -1.090 -1.094
H 2.753 1.250 -0.496

117
Properties=species:S:1:pos:R:3 method="wB97M-V/def2-TZVPD" gap_ev=8.081 fmax_ev_per_a=3.760 total_charge=+1 spin_multiplicity=1 homo_energy_ev=-9.7504
Cs 11.937 13.404 12.534
C 7.610 15.018 12.276
C 8.119 16.313 12.870
S 9.850 16.723 12.492
C 9.918 17.524 10.876
C 9.290 16.744 9.737
S 10.034 15.176 9.370
C 8.618 14.392 8.520
C 8.886 12.927 8.412
S 9.189 12.003 9.976
C 7.561 12.109 10.887
C 7.595 12.177 12.393
S 8.392 13.631 13.156
H 8.048 14.845 11.273
H 6.540 14.990 12.346
H 8.127 16.300 13.982
H 7.542 17.182 12.564
H 10.994 17.608 10.638
H 9.425 18.525 10.873
H 9.255 17.345 8.877
H 8.243 16.609 9.995
H 8.422 14.783 7.574
H 7.662 14.644 9.047
H 9.831 12.805 7.833
H 8.090 12.427 7.887
H 6.984 11.233 10.569
H 7.009 13.024 10.567
H 8.010 11.330 12.857
H 6.529 12.233 12.770
C 9.770 7.971 15.778
C 10.245 9.342 16.093
C 10.287 9.907 17.377
C 10.698 11.205 17.555
C 11.043 11.886 16.422
Br 11.711 13.632 16.532
N 11.012 11.430 15.186
C 10.637 10.164 15.024
H 10.179 7.616 14.838
H 8.667 7.977 15.637
H 10.003 7.249 16.527
H 10.019 9.256 18.261
H 10.809 11.637 18.565
H 10.757 9.741 13.985
C 20.469 11.383 9.429
C 19.516 11.872 10.470
C 20.171 11.741 11.824
C 18.298 10.906 10.405
C 18.220 9.601 9.920
C 17.069 8.832 10.091
C 16.000 9.243 10.851
C 16.095 10.516 11.429
P 14.971 11.269 12.633
C 16.067 11.447 14.052
C 15.536 12.263 15.060
C 16.208 12.407 16.273
C 17.362 11.676 16.536
C 17.882 10.926 15.544
C 17.298 10.845 14.296
C 13.983 9.845 12.984
C 14.025 9.025 14.127
C 13.277 7.921 14.125
C 12.388 7.574 13.134
C 12.152 8.467 12.093
C 12.964 9.555 12.061
C 17.154 11.326 11.054
O 17.066 12.644 11.486
C 17.865 13.607 10.869
C 17.312 14.828 10.860
C 17.973 15.889 10.194
C 19.205 15.615 9.544
C 19.728 14.300 9.545
C 19.090 13.293 10.204
P 15.683 14.901 11.733
C 15.443 16.634 12.197
C 16.442 17.593 12.604
C 16.003 18.811 13.129
C 14.640 19.136 13.302
C 13.698 18.150 12.995
C 14.101 16.985 12.392
C 14.617 14.942 10.203
C 14.432 16.162 9.500
C 13.588 16.250 8.381
C 13.000 15.051 7.871
C 13.234 13.852 8.487
C 14.064 13.814 9.618
H 20.868 10.438 9.577
H 21.397 12.004 9.334
H 19.984 11.437 8.429
H 20.381 10.728 12.051
H 19.550 12.177 12.604
H 21.142 12.291 11.795
H 19.090 9.171 9.444
H 17.027 7.804 9.699
H 15.221 8.492 10.998
H 14.612 12.834 15.066
H 15.707 13.029 17.046
H 17.792 11.645 17.517
H 18.778 10.366 15.653
H 17.759 10.318 13.481
H 14.791 9.234 14.901
H 13.296 7.274 15.025
H 11.796 6.700 13.250
H 11.424 8.355 11.340
H 12.877 10.269 11.228
H 17.507 16.837 10.190
H 19.692 16.415 9.028
H 20.646 14.151 9.027
H 17.475 17.387 12.471
H 16.752 19.570 13.436
H 14.446 20.111 13.772
H 12.616 18.221 13.167
H 13.300 16.312 12.066
H 14.811 17.045 9.914
H 13.459 17.225 7.844
H 12.482 15.224 6.924
H 12.836 12.910 8.102
H 14.261 12.857 10.096

2
Properties=species:S:1:pos:R:3 method="wB97M-V/def2-TZVPD" gap_ev=4.576 fmax_ev_per_a=3.568 total_charge=0 spin_multiplicity=1 homo_energy_ev=-9.6572
S 0.000 0.000 1.632
S 0.000 0.000 -1.632

11
Properties=species:S:1:pos:R:3 method="wB97M-V/def2-TZVPD" gap_ev="8.139 / 6.670" fmax_ev_per_a=2.245 total_charge=0 spin_multiplicity=1 homo_energy_ev="-9.8376 / -8.7827"
N -1.303 -1.344 -1.614
C -0.700 -0.864 -0.547
C 0.369 0.100 -0.844
C 0.840 0.962 0.168
C 0.730 0.655 1.496
O -1.069 -1.116 0.623
H -2.256 -1.547 -1.294
H 0.721 0.214 -1.870
H 1.336 1.891 -0.108
H 1.026 1.381 2.251
H 0.413 -0.323 1.832

10
Properties=species:S:1:pos:R:3 method="wB97M-V/def2-TZVPD" gap_ev=8.733 fmax_ev_per_a=3.071 total_charge=0 spin_multiplicity=1 homo_energy_ev=-9.7938
C -1.146 0.246 -0.177
C -0.029 -0.602 0.234
P 1.808 -0.022 0.043
Cl 0.151 -0.310 2.473
Br -0.190 -2.504 -0.084
Br 1.937 -0.212 -2.180
Br 1.630 2.091 0.339
H -0.878 1.332 0.055
H -1.890 0.060 0.503
H -1.392 -0.078 -1.207

12
Properties=species:S:1:pos:R:3 method="wB97M-V/def2-TZVPD" smiles="C=COC(C)=O" gap_ev=10.514 fmax_ev_per_a=0.730 total_charge=0 spin_multiplicity=1 homo_energy_ev=-9.5374
C 1.595 0.320 -1.315
C 0.604 0.406 -0.221
O 0.703 1.117 0.743
C -1.341 -0.327 1.604
C -1.493 -0.578 0.318
O -0.438 -0.443 -0.563
H 0.989 0.435 -2.210
H 2.043 -0.674 -1.297
H 2.353 1.095 -1.220
H -0.381 -0.076 2.022
H -2.187 -0.387 2.256
H -2.446 -0.890 -0.117

78
Properties=species:S:1:pos:R:3 method="wB97M-V/def2-TZVPD" gap_ev=4.109 fmax_ev_per_a=3.473 total_charge=0 spin_multiplicity=1 homo_energy_ev=-5.2485
C 4.462 -1.506 2.685
C 3.575 -0.339 2.325
O 2.221 -0.603 2.698
C 1.375 0.448 2.466
C 0.026 0.069 2.942
C -1.067 0.951 2.764
O -0.984 2.038 2.177
C -2.431 0.486 3.316
C -3.222 -0.405 2.369
C -2.825 -1.880 2.309
C -1.460 -2.191 1.659
C -0.341 -2.440 2.665
C -0.095 -1.260 3.621
O 1.737 1.487 1.952
H 5.478 -1.287 2.351
H 4.501 -1.669 3.766
H 4.148 -2.432 2.195
H 3.903 0.568 2.841
H 3.599 -0.151 1.247
H -2.288 0.013 4.296
H -3.015 1.401 3.476
H -4.275 -0.361 2.688
H -3.192 0.022 1.357
H -2.881 -2.318 3.316
H -3.596 -2.378 1.703
H -1.575 -3.101 1.051
H -1.169 -1.393 0.962
H -0.565 -3.323 3.280
H 0.592 -2.655 2.128
H 0.843 -1.451 4.163
H -0.899 -1.219 4.366
C 2.116 7.791 -2.309
O 2.274 7.453 -0.917
C 3.452 6.950 -0.497
C 4.600 6.743 -1.288
C 5.743 6.207 -0.695
C 5.767 5.836 0.646
C 4.613 6.044 1.431
O 4.471 5.716 2.734
C 5.574 5.102 3.430
C 3.484 6.610 0.852
N 2.327 6.806 1.661
C 1.077 6.345 1.406
C 0.833 5.264 0.464
C -0.581 5.041 0.143
C -1.093 3.799 0.025
C -2.505 3.543 -0.183
C -2.955 2.219 -0.394
C -4.313 1.935 -0.515
C -5.259 2.973 -0.452
C -4.828 4.296 -0.304
C -3.462 4.595 -0.196
O 1.768 4.582 0.026
N 0.308 6.690 2.464
C -1.082 6.344 2.684
C 1.057 7.474 3.332
C 2.309 7.533 2.839
H 1.107 8.190 -2.402
H 2.851 8.544 -2.628
H 2.225 6.891 -2.929
H 4.586 7.013 -2.344
H 6.643 6.080 -1.299
H 6.663 5.417 1.104
H 5.213 4.955 4.446
H 5.834 4.137 2.975
H 6.453 5.762 3.434
H -1.180 5.945 0.020
H -0.437 2.934 0.101
H -2.199 1.427 -0.451
H -4.632 0.901 -0.676
H -6.322 2.745 -0.558
H -5.555 5.112 -0.291
H -3.138 5.632 -0.104
H -1.376 6.678 3.684
H -1.727 6.853 1.957
H -1.243 5.260 2.607
H 0.659 7.884 4.241
H 3.200 7.972 3.238

17
Properties=species:S:1:pos:R:3 method="wB97M-V/def2-TZVPD" gap_ev="6.369 / 6.074" fmax_ev_per_a=2.134 total_charge=-1 spin_multiplicity=2 homo_energy_ev="-1.8113 / -1.7259"
C -1.304 -0.969 -0.498
N 1.161 -1.278 1.304
C 0.796 -0.077 0.744
C -0.855 0.280 0.265
C -0.922 1.550 -0.447
C 1.702 0.118 -0.511
H -1.129 -0.662 -1.527
H -2.350 -1.200 -0.285
H -0.687 -1.841 -0.275
H 1.021 0.783 1.405
H 0.703 -1.484 2.195
H -1.252 2.377 0.164
H -1.277 0.449 1.261
H -1.244 1.425 -1.468
H 2.692 0.436 -0.210
H 1.779 -0.815 -1.068
H 1.167 0.908 -1.050

79
Properties=species:S:1:pos:R:3 method="wB97M-V/def2-TZVPD" gap_ev="5.255 / 5.958" fmax_ev_per_a=4.083 total_charge=+1 spin_multiplicity=1 homo_energy_ev="-8.9964 / -8.8949"
Y -2.427 -3.232 -0.987
C 0.479 2.173 -1.093
C -0.573 2.188 -0.137
C 1.264 1.214 0.846
C 1.611 1.564 -0.485
C -0.093 1.591 1.057
C 0.466 2.789 -2.433
H -0.559 2.927 -2.798
H 1.019 2.175 -3.157
H 0.940 3.785 -2.418
C 2.940 1.354 -1.092
H 2.990 1.812 -2.086
H 3.157 0.278 -1.195
H 3.734 1.792 -0.466
C 2.180 0.604 1.834
H 3.143 1.139 1.848
H 2.394 -0.448 1.581
H 1.743 0.639 2.840
C -0.820 1.468 2.336
H -0.565 2.293 3.025
H -0.565 0.524 2.844
H -1.907 1.493 2.182
C -1.901 2.814 -0.315
H -1.907 3.858 0.039
H -2.673 2.280 0.254
H -2.197 2.829 -1.371
C -2.013 -2.874 -3.143
C -3.140 -1.948 -3.597
C -3.845 -0.826 -2.852
C -4.384 -1.192 -1.448
C -3.349 -1.254 -0.296
C -3.939 -2.068 0.932
C -4.005 -3.623 0.995
C -4.416 -4.249 -0.359
H -4.731 -0.568 -3.470
H -4.996 -2.110 -1.526
H -3.284 0.132 -2.855
H -5.377 -3.824 -0.678
H -2.239 -3.975 -2.953
H -3.902 -2.445 -4.223
H -4.454 -5.349 -0.373
H -3.076 -4.046 1.469
H -5.007 -1.736 0.960
H -4.773 -3.890 1.745
H -5.135 -0.441 -1.127
H -3.266 -0.231 0.108
P -1.744 -1.203 -4.948
C -1.920 -1.434 -6.712
C -1.255 0.431 -4.405
P -3.363 -1.290 2.741
C -0.919 -2.404 -3.975
C -4.676 -0.096 3.224
C -3.881 -2.657 3.833
H -1.001 -1.905 -7.075
H -2.044 -0.473 -7.225
H -2.785 -2.063 -6.953
H -1.262 0.505 -3.307
H -1.902 1.226 -4.811
H -0.223 0.605 -4.756
H -4.892 -3.036 3.614
H -3.857 -2.251 4.855
H -3.145 -3.468 3.744
H 0.140 -2.685 -3.904
H -2.222 -1.291 -0.621
H -4.475 0.075 4.292
H -5.691 -0.494 3.078
H -4.546 0.868 2.708
F 3.391 -5.946 2.175
C 2.636 -5.078 1.477
C 1.259 -5.310 1.293
F 0.716 -6.437 1.807
C 0.491 -4.375 0.616
F -0.864 -4.659 0.321
C 1.012 -3.157 0.150
S 0.047 -1.905 -0.548
C 2.419 -2.999 0.283
F 3.016 -1.919 -0.297
C 3.223 -3.922 0.949
F 4.550 -3.704 1.120